(1)
DFT (ωB97M-V/def2-TZVPD) results for the molecule C3H2N2S.

As for the spin multiplicity: 1. As for the LUMO energy: 0.42 eV. The calculation puts the energy at -623.100467 hartree. Its orbital gap is 9.66 eV. The value obtained for the highest occupied orbital energy is -9.2 eV. The energy relative to the best compared isomer or geometry (same formula, charge and spin) is 190.7 kJ/mol.

CARTESIAN COORDINATES (ANGSTROEM)
S -3.530291 0.676607 -0.084466
C -2.022347 0.351852 0.064815
N -0.896316 0.096254 0.386962
C 0.599570 0.099712 0.336971
C 1.570792 -0.405022 -0.642093
N 1.078886 -1.179178 0.254373
H 0.856726 0.803840 1.097750
H 2.342981 -0.444062 -1.414312

Cartesian forces (eV/Å) of the 6 atoms listed first:
-1.33 0.21 -0.45
2.53 -0.28 0.99
0.18 0.52 -1.63
-2.89 2.19 0.14
-1.42 -0.81 1.27
3.06 -2.02 -0.94

(2)
DFT (ωB97M-V/def2-TZVPD) results for the molecule C24H31N3O4.

As for the spin multiplicity: 1. As for the LUMO energy: 0.53 eV. The calculation puts the energy at -1398.415419 hartree. Its orbital gap is 8.64 eV. The value obtained for the highest occupied orbital energy is -8.1 eV. The energy relative to the best compared isomer or geometry (same formula, charge and spin) is 50.7 kJ/mol.

CARTESIAN COORDINATES (ANGSTROEM)
C -0.734274 -1.465729 -5.755329
C -0.833262 -0.164236 -4.969839
C -2.293809 0.204773 -4.678751
C -2.407735 1.576782 -4.005742
N -1.747678 1.496769 -2.720565
C -0.822786 2.468456 -2.384773
O -0.855397 3.562757 -2.915112
N 0.106946 2.137328 -1.433832
C 0.719409 0.832989 -1.301847
C 1.005494 0.522604 0.169669
C 1.897894 1.612587 0.758344
C 2.257349 1.485610 2.237467
O 3.116969 2.186970 2.729171
N 1.531842 0.609446 2.966822
C 1.821551 0.362383 4.369204
C 2.515687 -0.943268 4.569903
C 3.826442 -1.296207 4.459725
C 3.886812 -2.686424 4.728194
C 2.608796 -3.086933 4.979888
C 2.039996 -4.414838 5.331001
O 1.768383 -2.032289 4.879218
C 1.230335 2.978401 0.545507
C 0.958883 3.202008 -0.937989
C -2.251326 0.478773 -1.905216
C -2.288387 0.583807 -0.517969
C -2.809357 -0.428409 0.268882
C -2.818333 -0.316773 1.765158
C -3.336942 -1.553778 -0.357110
C -3.359441 -1.650016 -1.733327
C -2.825502 -0.638763 -2.524559
O -2.919563 -0.785369 -3.878034
H 0.306543 -1.743729 -5.901257
H -1.204404 -1.358329 -6.730043
H -1.238083 -2.265125 -5.217468
H -0.374885 0.651290 -5.531635
H -0.296746 -0.267768 -4.024350
H -2.860025 0.203033 -5.617931
H -1.925990 2.355280 -4.596780
H -3.466321 1.832518 -3.873469
H 1.668054 0.825998 -1.861509
H 0.068965 0.064774 -1.718280
H 0.050144 0.481429 0.694078
H 1.489917 -0.454186 0.234477
H 2.853439 1.620775 0.220605
H 0.905511 -0.034279 2.513255
H 2.466269 1.181383 4.696332
H 0.885407 0.370316 4.934729
H 4.641194 -0.643869 4.222343
H 4.763317 -3.301283 4.736202
H 1.538940 -4.369845 6.297263
H 2.835873 -5.151655 5.377069
H 1.307145 -4.726630 4.587565
H 0.289343 3.012558 1.098899
H 1.880798 3.765248 0.926954
H 1.907140 3.221079 -1.492414
H 0.445006 4.148889 -1.107185
H -1.909664 1.487609 -0.065719
H -3.834305 -0.406732 2.146305
H -2.413331 0.639065 2.089029
H -2.227795 -1.117633 2.210515
H -3.749115 -2.353006 0.240214
H -3.791339 -2.506583 -2.225952

Cartesian forces (eV/Å) of the 6 atoms listed first:
0.05 0.17 0.15
-0.42 -0.24 -0.01
0.46 0.60 -0.25
-0.17 -0.12 -0.28
-0.02 -0.02 -0.25
0.04 -0.02 -0.01

(3)
DFT (ωB97M-V/def2-TZVPD) results for the molecule C18H27N3O.

As for the spin multiplicity: 1. As for the LUMO energy: 0.63 eV. The calculation puts the energy at -941.606859 hartree. Its orbital gap is 9.08 eV. The value obtained for the highest occupied orbital energy is -8.5 eV. The energy relative to the best compared isomer or geometry (same formula, charge and spin) is 148.7 kJ/mol.

CARTESIAN COORDINATES (ANGSTROEM)
C -0.743779 -2.237248 -0.981144
C -0.413648 -1.973651 0.482326
C 0.540971 -3.006407 1.084841
C 1.923628 -3.037223 0.423166
N 2.601327 -1.763930 0.495676
C 2.693664 -0.960415 -0.602597
O 2.405415 -1.362834 -1.715870
N 3.221767 0.302985 -0.413696
C 2.902534 1.264779 -1.452982
C 1.548393 1.908061 -1.147134
N 1.582851 2.549796 0.157427
C 0.356781 3.287220 0.460640
C -0.834040 2.397384 0.676735
C -1.645473 2.008222 -0.305309
C -2.731551 1.042520 -0.210708
C -3.362603 0.627325 -1.385334
C -4.373823 -0.313566 -1.357453
C -4.781941 -0.858453 -0.151656
C -4.172958 -0.449624 1.023666
C -3.159939 0.488824 0.996703
C 1.941647 1.606447 1.202075
C 3.295603 0.976669 0.863888
H -1.515600 -1.547279 -1.315757
H 0.134828 -2.097627 -1.605578
H -1.111248 -3.252787 -1.112111
H 0.022376 -0.975170 0.571505
H -1.338190 -1.974959 1.065861
H 0.099920 -4.000650 0.993069
H 0.664248 -2.794993 2.151797
H 2.542545 -3.797307 0.913019
H 1.837730 -3.283205 -0.635652
H 2.715262 -1.378734 1.417105
H 2.861431 0.737908 -2.405969
H 3.688525 2.022622 -1.479358
H 1.325064 2.671086 -1.895856
H 0.774061 1.123417 -1.201926
H 0.553242 3.881015 1.358526
H 0.178879 3.968269 -0.375328
H -0.950598 2.004930 1.677381
H -1.492765 2.420443 -1.296266
H -3.045383 1.044613 -2.330971
H -4.844067 -0.625037 -2.278850
H -5.570963 -1.595304 -0.126861
H -4.490840 -0.867506 1.968255
H -2.702169 0.797837 1.924143
H 2.002888 2.148671 2.149497
H 1.195537 0.798108 1.306693
H 3.628505 0.303980 1.655209
H 4.041967 1.770759 0.765163

Cartesian forces (eV/Å) of the 6 atoms listed first:
0.03 0.13 0.14
0.01 -0.22 -0.01
0.10 0.28 -0.16
-0.21 -0.30 0.05
0.03 0.05 0.36
0.41 -0.03 0.17

(4)
DFT (ωB97M-V/def2-TZVPD) results for C5H10N3O as an isolated structure.

As for the spin multiplicity: 1. As for the net charge: +1. As for the LUMO energy: -3.96 eV. The calculation puts the energy at -435.672413 hartree. Its orbital gap is 8.77 eV. The value obtained for the highest occupied orbital energy is -12.7 eV. The energy relative to the best compared isomer or geometry (same formula, charge and spin) is 340.5 kJ/mol.

CARTESIAN COORDINATES (ANGSTROEM)
C -2.859410 -0.188572 0.427006
C -1.960470 0.746354 0.076677
C -1.061409 -1.273731 0.147890
C 1.950093 -0.266599 0.824682
C 0.514514 0.669888 -0.139394
N -2.301567 -1.433172 0.408744
N -0.737975 0.100902 -0.059608
N 1.089195 0.791084 -1.606869
O 1.676351 -1.629010 1.020507
H -3.829989 0.008034 0.477647
H -2.067861 1.767624 0.045461
H -0.475467 -2.167966 0.160869
H 2.842661 -0.056217 0.198304
H 1.945206 0.424027 1.618377
H 0.454805 1.654706 0.279939
H 0.862125 -0.085104 -2.245363
H 0.564413 1.679272 -2.040423
H 2.119449 1.062135 -1.469564
H 1.275332 -1.803659 1.875120

Cartesian forces (eV/Å) of the 6 atoms listed first:
2.92 0.03 -1.34
0.53 -1.30 0.76
0.08 0.21 0.01
-2.53 0.13 -2.56
2.90 -2.20 0.93
-0.74 -0.17 0.37

(5)
DFT (ωB97M-V/def2-TZVPD) results for the molecule C5H9NO.

As for the spin multiplicity: 1. As for the LUMO energy: 1.16 eV. The calculation puts the energy at -325.848827 hartree. Its orbital gap is 10.99 eV. The value obtained for the highest occupied orbital energy is -9.8 eV. The energy relative to the best compared isomer or geometry (same formula, charge and spin) is 233.0 kJ/mol.

CARTESIAN COORDINATES (ANGSTROEM)
C 2.287579 -0.369805 -2.121718
N 0.993106 -0.043837 -1.588617
C 0.642243 -0.583626 -0.502365
C -0.721678 -0.287826 -0.025039
O -1.364702 -1.208940 0.846547
C -0.936507 0.035077 1.382495
C -1.966258 1.040374 1.804124
H 2.890196 0.535899 -2.242127
H 2.108785 -0.786675 -3.116763
H 2.834704 -1.104875 -1.512376
H 1.296352 -1.218695 0.120667
H -1.345295 0.150536 -0.803523
H -0.061897 -0.064230 2.029305
H -2.523570 0.693433 2.678245
H -1.463517 1.978728 2.061711
H -2.669542 1.234464 0.989436

Cartesian forces (eV/Å) of the 6 atoms listed first:
0.24 -0.06 -0.14
-0.08 -0.33 0.26
-0.02 0.13 -0.31
0.07 0.20 -0.15
-0.05 -0.19 0.06
0.09 0.23 0.19